Record 1
The following is a quantum chemistry calculation of an isolated molecule of C3H10NOPS, from OMol25.

Summary:
- relative energy (zero: lowest compared OMol25 entry of this formula, charge and spin) (kcal/mol) = 40.6
- E_HOMO (eV) = -8.8
- SMILES = CC[P@@](O)(=S)NC
- charge = 0
- strongest force on any atom (hartree/bohr) = 0.0997
- gap between HOMO and LUMO (eV) = 9.5

Each line ends with the Mulliken charge.
CARTESIAN COORDINATES (ANGSTROEM)
C: -1.599 0.967 -0.165  -1.38
C: -1.447 -0.317 0.701  -0.24
P: 0.190 -0.996 0.262  0.54
O: 0.857 -0.828 1.722  -0.54
S: 0.278 -2.909 -0.097  -0.42
N: 1.208 0.204 -0.792  -0.51
C: 1.652 1.404 0.003  -0.51
H: -1.029 1.789 -0.098  0.45
H: -1.444 0.610 -1.196  0.37
H: -2.615 1.314 -0.052  0.36
H: -2.371 -0.998 0.606  0.35
H: -1.252 0.014 1.782  0.21
H: 1.684 -1.292 1.828  0.33
H: 2.047 -0.422 -1.153  0.32
H: 0.718 1.811 0.221  0.18
H: 2.271 1.114 0.911  0.24
H: 2.408 2.105 -0.604  0.26

Record 2
The following is a quantum chemistry calculation of a cluster of 2 separate species, C3H10NOS in total, from OMol25.

Summary:
- relative energy (zero: lowest compared OMol25 entry of this formula, charge and spin) (kcal/mol) = 19.7
- E_HOMO (eV) = -3.2
- charge = -1
- strongest force on any atom (hartree/bohr) = 0.0760
- gap between HOMO and LUMO (eV) = 7.3

Each line ends with the Mulliken charge.
CARTESIAN COORDINATES (ANGSTROEM)
C: -0.176 -0.433 1.306  -1.37
C: -0.718 -0.922 -0.094  0.25
C: 0.165 -0.237 -1.172  -0.80
S: 0.145 1.606 -1.253  -0.64
N: -2.193 -0.661 -0.132  -0.72
H: 0.929 -0.472 1.514  0.37
H: -0.325 0.607 1.595  0.30
H: -0.601 -0.984 2.182  0.33
H: -0.519 -2.039 -0.202  0.26
H: -0.228 -0.691 -2.146  0.27
H: 1.200 -0.587 -0.921  0.33
H: -2.419 -1.255 -0.934  0.29
H: -2.302 0.442 -0.514  0.33
H: 3.015 1.924 -0.100  0.32
H: 1.569 1.846 0.175  0.18
O: 2.460 1.857 0.696  -0.69

Record 3
The following is a quantum chemistry calculation of a cluster of 2 separate species, C3H10NOS in total, from OMol25.

Summary:
- relative energy (zero: lowest compared OMol25 entry of this formula, charge and spin) (kcal/mol) = 50.0
- E_HOMO (eV) = -2.8
- charge = -1
- strongest force on any atom (hartree/bohr) = 0.0333
- gap between HOMO and LUMO (eV) = 6.1

Each line ends with the Mulliken charge.
CARTESIAN COORDINATES (ANGSTROEM)
C: 0.996 0.468 -1.573  -1.18
C: 1.400 1.192 -0.280  -0.08
S: 1.625 3.043 -0.549  -0.31
H: 0.016 0.763 -1.919  0.30
H: 1.789 0.623 -2.315  0.44
H: 0.970 -0.604 -1.352  0.28
H: 2.292 0.800 0.211  0.32
H: 0.581 1.072 0.452  0.17
H: 1.637 2.920 -1.880  0.07
N: -1.561 -2.111 2.019  -0.61
C: -1.613 -0.879 1.003  -0.36
O: -0.955 0.235 1.216  -0.74
H: -0.761 -2.686 1.785  0.20
H: -2.402 -2.671 2.036  0.19
H: -2.707 -0.738 1.067  0.18
H: -1.306 -1.428 0.079  0.15

Record 4
The following is a quantum chemistry calculation of a cluster of 2 separate species, C3H10NOS in total, from OMol25.

Summary:
- relative energy (zero: lowest compared OMol25 entry of this formula, charge and spin) (kcal/mol) = 24.2
- E_HOMO (eV) = -2.4
- charge = -1
- strongest force on any atom (hartree/bohr) = 0.0157
- gap between HOMO and LUMO (eV) = 5.9

Each line ends with the Mulliken charge.
CARTESIAN COORDINATES (ANGSTROEM)
C: -1.715 2.118 -1.194  -0.90
N: -0.907 0.924 -1.265  -0.28
C: -0.878 0.198 0.014  -0.20
C: 0.391 -0.605 0.244  -1.06
S: 0.974 -1.611 -1.168  -0.61
H: -2.770 1.852 -1.114  0.26
H: -1.607 2.664 -2.130  0.33
H: -1.437 2.801 -0.373  0.33
H: 0.055 1.155 -1.492  0.20
H: -1.004 0.897 0.864  0.20
H: -1.745 -0.474 0.016  0.25
H: 0.189 -1.261 1.090  0.30
H: 1.229 0.032 0.533  0.22
H: 1.073 -0.052 2.751  0.35
H: 1.871 0.656 3.793  0.30
O: 1.080 0.101 3.709  -0.68

Record 5
The following is a quantum chemistry calculation of a cluster of 2 separate species, C3H10NOS in total, from OMol25.

Summary:
- relative energy (zero: lowest compared OMol25 entry of this formula, charge and spin) (kcal/mol) = 50.2
- E_HOMO (eV) = -2.4
- charge = -1
- strongest force on any atom (hartree/bohr) = 0.0271
- gap between HOMO and LUMO (eV) = 5.8

Each line ends with the Mulliken charge.
CARTESIAN COORDINATES (ANGSTROEM)
C: 1.898 -0.065 2.763  -0.75
S: 0.164 0.487 2.528  -0.14
C: -0.452 -0.763 1.345  -0.68
H: 2.493 0.640 2.192  0.24
H: 1.958 -1.070 2.353  0.23
H: 2.248 -0.042 3.798  0.30
H: -1.028 -0.183 0.633  0.19
H: 0.420 -1.174 0.861  0.25
H: -1.031 -1.535 1.842  0.34
N: -1.578 1.057 -3.004  -0.62
C: -0.549 0.077 -2.499  -0.59
O: -0.016 0.342 -1.313  -0.83
H: -2.400 1.081 -2.420  0.22
H: -1.181 1.951 -3.244  0.22
H: -1.099 -0.894 -2.493  0.28
H: 0.153 0.091 -3.342  0.34

Record 6
The following is a quantum chemistry calculation of a cluster of 2 separate species, C3H10NOS in total, from OMol25.

Summary:
- relative energy (zero: lowest compared OMol25 entry of this formula, charge and spin) (kcal/mol) = 11.2
- E_HOMO (eV) = -2.7
- charge = -1
- strongest force on any atom (hartree/bohr) = 0.0284
- gap between HOMO and LUMO (eV) = 6.9

Each line ends with the Mulliken charge.
CARTESIAN COORDINATES (ANGSTROEM)
C: 0.865 0.511 -0.508  -0.51
C: -0.014 1.807 -0.422  -0.76
S: -0.655 2.303 1.182  -0.66
C: -0.029 -0.691 -0.827  -0.37
N: 0.658 -2.004 -0.690  -0.73
H: 1.382 0.418 0.443  0.31
H: 1.536 0.627 -1.365  0.29
H: -0.803 1.617 -1.167  0.23
H: 0.585 2.633 -0.817  0.27
H: -0.382 -0.521 -1.850  0.28
H: -0.940 -0.665 -0.237  0.12
H: 0.281 -2.401 0.149  0.31
H: 1.607 -1.753 -0.435  0.29
H: -1.842 -0.339 1.662  0.29
H: -0.757 -0.525 2.616  0.32
O: -1.493 -1.018 2.265  -0.69

Record 7
The following is a quantum chemistry calculation of a cluster of 2 separate species, C3H10NOS in total, from OMol25.

Summary:
- relative energy (zero: lowest compared OMol25 entry of this formula, charge and spin) (kcal/mol) = 42.6
- E_HOMO (eV) = -2.6
- charge = -1
- strongest force on any atom (hartree/bohr) = 0.0331
- gap between HOMO and LUMO (eV) = 5.6

Each line ends with the Mulliken charge.
CARTESIAN COORDINATES (ANGSTROEM)
C: -1.073 0.076 0.242  -0.64
C: -0.871 -0.562 -1.111  -0.55
S: -1.688 -2.227 -1.293  -0.28
H: -2.123 0.307 0.396  0.35
H: -0.529 -0.381 1.059  0.21
H: -0.567 1.039 0.105  0.14
H: 0.168 -0.727 -1.378  0.34
H: -1.331 0.036 -1.894  0.29
H: -2.939 -1.755 -1.229  0.08
N: 2.442 0.875 1.931  -0.76
C: 1.677 2.034 1.393  -0.32
O: 1.481 1.970 0.058  -0.87
H: 2.849 0.487 1.090  0.27
H: 1.811 0.137 2.245  0.29
H: 2.273 2.940 1.605  0.23
H: 0.701 2.035 1.940  0.21

Record 8
The following is a quantum chemistry calculation of a cluster of 2 separate species, C3H10NP in total, from OMol25.

Summary:
- relative energy (zero: lowest compared OMol25 entry of this formula, charge and spin) (kcal/mol) = 114.6
- E_HOMO (spin up / spin down) (eV) = -8.8 / -7.6
- charge = 0
- strongest force on any atom (hartree/bohr) = 0.0760
- gap between HOMO and LUMO (spin up / spin down) (eV) = 8.6 / 7.3

Each line ends with the Mulliken charge.
CARTESIAN COORDINATES (ANGSTROEM)
C: -0.543 -1.093 1.975  -0.69
C: 0.887 1.796 -0.437  -0.92
C: -0.837 -0.373 -1.380  -0.78
N: 0.149 -0.059 1.308  -0.38
P: 0.466 0.065 -0.248  0.18
H: 0.072 -1.938 1.826  0.29
H: -1.550 -1.219 1.504  0.21
H: -0.668 -1.031 3.037  0.27
H: 0.755 2.094 -1.451  0.37
H: 0.240 2.370 0.236  0.32
H: 2.039 1.915 -0.415  0.30
H: -0.573 -1.341 -1.988  0.27
H: -1.608 -0.703 -0.549  0.17
H: -1.396 0.421 -1.854  0.40
H: 2.566 -0.905 -1.562  -0.02

Record 9
The following is a quantum chemistry calculation of the ion C3H10NP2 with charge +1, from OMol25.

Summary:
- relative energy (zero: lowest compared OMol25 entry of this formula, charge and spin) (kcal/mol) = 66.8
- E_HOMO (spin up / spin down) (eV) = -14.5 / -14.2
- SMILES = CP(C)(C)=[N+]=P
- charge = +1
- strongest force on any atom (hartree/bohr) = 0.1482
- gap between HOMO and LUMO (spin up / spin down) (eV) = 7.4 / 7.0

Each line ends with the Mulliken charge.
CARTESIAN COORDINATES (ANGSTROEM)
C: 1.055 1.154 1.046  -1.10
P: 0.144 -0.201 0.131  0.92
C: 1.400 -1.252 -0.626  -0.93
C: -0.767 0.831 -1.119  -1.14
N: -0.832 -0.927 1.144  -0.56
P: -2.790 -1.334 0.446  0.37
H: 0.258 1.537 1.503  0.38
H: 1.371 1.760 0.245  0.40
H: 1.975 0.951 1.611  0.36
H: 0.750 -1.887 -1.238  0.31
H: 1.733 -1.792 0.217  0.39
H: 1.951 -0.494 -1.114  0.36
H: -0.155 1.332 -1.913  0.34
H: -1.275 1.732 -0.501  0.35
H: -1.667 0.420 -1.588  0.38
H: -3.151 -1.829 1.755  0.17

Record 10
The following is a quantum chemistry calculation of a cluster of 2 separate species, C3H10NPS2 in total, from OMol25.

Summary:
- relative energy (zero: lowest compared OMol25 entry of this formula, charge and spin) (kcal/mol) = 69.5
- E_HOMO (eV) = -8.4
- charge = 0
- strongest force on any atom (hartree/bohr) = 0.1152
- gap between HOMO and LUMO (eV) = 7.9

Each line ends with the Mulliken charge.
CARTESIAN COORDINATES (ANGSTROEM)
C: 1.046 0.781 -0.920  -1.02
C: 0.579 -1.495 -1.283  -1.11
C: 0.143 0.549 2.406  -0.83
N: 0.100 -0.236 -0.831  0.15
P: -1.144 -0.254 0.296  0.35
S: -2.355 -1.800 0.376  -0.37
S: -2.094 1.504 -0.454  -0.28
H: 2.090 0.475 -0.490  0.29
H: 1.226 0.961 -1.948  0.42
H: 0.643 1.674 -0.446  0.34
H: 1.223 -1.236 -2.174  0.33
H: 1.195 -2.161 -0.548  0.27
H: -0.100 -2.114 -1.597  0.46
H: -0.249 -0.088 3.257  0.31
H: 1.265 0.557 2.432  0.26
H: -0.191 1.601 2.197  0.27
H: -3.376 1.282 -0.273  0.17

Record 11
The following is a quantum chemistry calculation of a cluster of 2 separate species, C3H10NPS2 in total, from OMol25.

Summary:
- relative energy (zero: lowest compared OMol25 entry of this formula, charge and spin) (kcal/mol) = 75.2
- E_HOMO (spin up / spin down) (eV) = -7.7 / -8.4
- charge = 0
- strongest force on any atom (hartree/bohr) = 0.0754
- gap between HOMO and LUMO (spin up / spin down) (eV) = 7.1 / 7.5

Each line ends with the Mulliken charge.
CARTESIAN COORDINATES (ANGSTROEM)
C: -1.356 1.102 -0.754  -0.87
C: -1.146 -1.381 -0.807  -0.56
C: 1.509 -0.175 2.090  -0.89
N: -0.984 -0.124 -0.227  -0.27
P: 1.474 0.219 0.298  0.45
S: 2.335 1.890 -0.413  -0.38
S: 2.435 -1.422 -0.448  -0.30
H: -0.939 1.402 -1.710  0.38
H: -2.526 1.230 -1.016  0.30
H: -1.254 1.939 -0.063  0.31
H: -0.179 -1.890 -0.728  0.12
H: -1.838 -1.874 -0.139  0.28
H: -1.563 -1.445 -1.868  0.29
H: 2.377 0.303 2.431  0.34
H: 0.584 0.326 2.414  0.26
H: 1.532 -1.287 2.124  0.36
H: 3.116 -0.550 -1.199  0.18

Record 12
The following is a quantum chemistry calculation of a cluster of 2 separate species, C3H10NS in total, from OMol25.

Summary:
- relative energy (zero: lowest compared OMol25 entry of this formula, charge and spin) (kcal/mol) = 16.9
- E_HOMO (spin up / spin down) (eV) = -8.6 / -8.6
- charge = 0
- strongest force on any atom (hartree/bohr) = 0.0192
- gap between HOMO and LUMO (spin up / spin down) (eV) = 9.5 / 6.0
- spin multiplicity = 2

Each line ends with the Mulliken charge.
CARTESIAN COORDINATES (ANGSTROEM)
S: 0.538 1.176 -2.588  -0.17
H: 1.069 2.029 -3.461  0.14
C: -1.305 -0.846 0.039  -0.79
N: -0.180 -0.542 0.917  -0.17
C: 1.084 -0.866 0.237  -0.48
C: -0.165 0.875 1.238  -0.77
H: -1.240 -1.879 -0.315  0.31
H: -1.371 -0.172 -0.816  0.24
H: -2.238 -0.752 0.609  0.31
H: 1.939 -0.642 0.877  0.29
H: 1.095 -1.911 -0.074  0.30
H: 1.240 -0.264 -0.703  -0.05
H: 0.647 1.103 1.940  0.29
H: -1.086 1.175 1.742  0.30
H: -0.027 1.517 0.358  0.26

Record 13
The following is a quantum chemistry calculation of the ion C3H10NS with charge +1, from OMol25.

Summary:
- relative energy (zero: lowest compared OMol25 entry of this formula, charge and spin) (kcal/mol) = 5.2
- E_HOMO (eV) = -13.6
- SMILES = C[C@@H]([NH3+])CS
- charge = +1
- strongest force on any atom (hartree/bohr) = 0.0368
- gap between HOMO and LUMO (eV) = 9.9

Each line ends with the Mulliken charge.
CARTESIAN COORDINATES (ANGSTROEM)
C: 1.254 -1.898 0.102  -1.51
C: 0.428 -0.726 -0.302  0.39
N: -0.940 -1.153 -0.788  -0.32
C: 0.272 0.298 0.810  -0.87
S: -0.406 1.895 0.121  -0.14
H: 1.441 -2.646 -0.676  0.40
H: 2.254 -1.634 0.442  0.39
H: 0.851 -2.505 0.922  0.39
H: 0.851 -0.213 -1.166  0.25
H: -0.926 -1.958 -1.422  0.36
H: -1.423 -0.375 -1.269  0.35
H: -1.624 -1.345 -0.046  0.38
H: 1.266 0.569 1.150  0.35
H: -0.333 -0.107 1.620  0.44
H: -1.648 1.732 0.535  0.15

Record 14
The following is a quantum chemistry calculation of a cluster of 2 separate species, C3H10NS in total, from OMol25.

Summary:
- relative energy (zero: lowest compared OMol25 entry of this formula, charge and spin) (kcal/mol) = 50.4
- E_HOMO (eV) = -13.1
- charge = +1
- strongest force on any atom (hartree/bohr) = 0.0660
- gap between HOMO and LUMO (eV) = 7.7

Each line ends with the Mulliken charge.
CARTESIAN COORDINATES (ANGSTROEM)
C: -1.484 1.834 -2.018  -0.05
N: -0.288 1.796 -1.548  -0.14
H: -2.200 2.292 -1.401  0.28
H: -1.703 1.465 -3.057  0.27
H: 0.515 1.086 -1.778  0.29
H: -0.135 2.537 -0.813  0.27
C: 0.089 -1.160 1.939  -1.09
C: 1.352 -1.232 1.010  -0.28
S: 0.793 -0.812 -0.715  -0.33
H: 0.380 -1.691 2.824  0.32
H: -0.690 -1.734 1.584  0.40
H: -0.196 -0.193 2.358  0.29
H: 2.089 -0.403 1.179  0.30
H: 1.793 -2.230 1.021  0.31
H: -0.314 -1.555 -0.584  0.15

Record 15
The following is a quantum chemistry calculation of a cluster of 2 separate species, C3H10NS in total, from OMol25.

Summary:
- relative energy (zero: lowest compared OMol25 entry of this formula, charge and spin) (kcal/mol) = 89.3
- E_HOMO (eV) = -11.8
- charge = +1
- strongest force on any atom (hartree/bohr) = 0.0646
- gap between HOMO and LUMO (eV) = 7.4

Each line ends with the Mulliken charge.
CARTESIAN COORDINATES (ANGSTROEM)
C: 1.408 0.119 1.547  -0.85
C: -1.377 -0.604 -0.549  -0.87
C: 1.352 0.154 0.011  0.19
N: 1.734 -0.805 -0.747  -0.27
S: -2.575 0.263 0.284  -0.11
H: 1.853 -0.886 1.826  0.31
H: 0.435 0.267 1.926  0.25
H: 2.094 0.948 1.977  0.33
H: -1.788 -1.151 -1.342  0.35
H: -0.861 -1.189 0.127  0.35
H: 1.316 1.096 -0.488  0.30
H: -3.731 -0.517 0.325  0.19
H: 2.155 -1.772 -0.462  0.30
H: 1.483 -0.776 -1.730  0.30
H: -3.205 0.906 -0.735  0.22